Record 1
35
Properties=species:S:1:pos:R:3 method="wB97M-V/def2-TZVPD" e_homo_ev="-16.35 / -16.35" e_above_lowest_ev=0.159 spin_multiplicity=2 s_squared=0.753 homo_lumo_gap_ev="9.0 / 5.2" mol_weight_g_mol=311.268 charge=+2
Cu 10.41920 6.15016 3.91692
C 10.85721 5.32108 7.42426
O 10.60828 6.43029 6.54135
C 10.91075 7.71179 7.06069
C 10.43220 8.77072 6.06641
O 10.83840 8.52000 4.71379
C 12.24154 8.70108 4.38064
C 13.04976 7.42970 4.57508
O 12.44223 6.35083 3.81974
C 13.24859 5.14748 3.70792
H 10.15426 5.29880 8.23251
H 10.77496 4.42488 6.80950
H 11.91544 5.39063 7.78638
H 10.34881 7.88697 7.99270
H 11.98832 7.80278 7.29550
H 9.34519 8.75999 6.07797
H 10.80297 9.74799 6.43282
H 12.24920 9.07685 3.36293
H 12.62492 9.50060 5.03486
H 14.07409 7.54116 4.22153
H 13.06409 7.19239 5.65641
H 14.07570 5.34910 3.02323
H 13.61590 4.83295 4.70533
H 12.61122 4.37978 3.30106
Cl 5.68341 3.38780 4.55936
C 6.49605 4.86619 4.11646
C 5.74137 6.05001 4.03077
C 6.39525 7.26654 3.83569
C 7.77880 7.24347 3.74794
N 8.51275 6.11269 3.85035
C 7.88114 4.92371 3.92967
H 4.64671 5.94751 4.15451
H 5.88210 8.23228 3.81888
H 8.34868 8.18420 3.73634
H 8.53084 4.02546 4.05083

=====

Record 2
37
Properties=species:S:1:pos:R:3 method="wB97M-V/def2-TZVPD" e_homo_ev="-6.80 / -8.05" spin_multiplicity=6 s_squared=8.779 homo_lumo_gap_ev="6.6 / 7.6" mol_weight_g_mol=520.565 charge=0
Mn 0.09710 0.33750 1.41397
C 2.23188 1.03831 -1.72090
P 1.71703 1.67248 -0.09313
C 3.26666 2.27719 0.65393
C 0.76993 3.19198 -0.51972
C 1.45053 4.32731 -0.95743
C 0.77387 5.48247 -1.30635
C -0.60992 5.51614 -1.22903
C -1.30138 4.39622 -0.80626
C -0.63781 3.22752 -0.44284
P -1.59165 1.75692 0.10922
C -2.20950 1.03582 -1.44939
C -3.07639 2.42711 0.92008
H 2.73123 1.81412 -2.30389
H 1.35822 0.68838 -2.27038
H 2.89703 0.18803 -1.57479
H 3.83356 2.93920 -0.00027
H 3.88399 1.40674 0.88192
H 3.03230 2.78383 1.59077
H 2.53033 4.31500 -1.02311
H 1.32254 6.35427 -1.63690
H -1.14686 6.41530 -1.49733
H -2.38028 4.44330 -0.75201
H -2.72618 1.77432 -2.06497
H -2.89842 0.22380 -1.21370
H -1.37581 0.62172 -2.01707
H -3.63109 3.12814 0.29730
H -2.78668 2.89526 1.86149
H -3.73365 1.59044 1.16317
S -3.07350 1.80695 4.69568
Sb -0.97035 1.61711 5.30985
S 0.25638 -0.15835 3.75203
S 0.41813 1.94870 3.25144
Cl 1.48913 -2.15806 -0.11461
C -0.11439 -1.63197 0.60421
H -0.35156 -2.40990 1.33359
H -0.82221 -1.73942 -0.22418

=====

Record 3
48
Properties=species:S:1:pos:R:3 method="wB97M-V/def2-TZVPD" e_homo_ev=-12.81 spin_multiplicity=1 homo_lumo_gap_ev=9.4 mol_weight_g_mol=503.391 charge=+1
O -5.92786 1.23999 -0.57629
N -4.91396 0.95197 -1.06156
O -3.89677 1.72097 -0.45844
C -2.68664 1.60203 -1.20088
C -1.67385 2.69633 -0.82309
C -0.26469 2.21442 -0.38768
C -0.22881 0.98839 0.59391
S 0.22996 1.38459 2.30521
O 0.87651 0.21549 2.82657
O 1.22314 2.41644 2.24682
C -1.09816 1.81203 3.51064
F -1.76404 0.76360 3.96626
F -0.44815 2.27426 4.58584
C -2.15051 2.90641 3.14654
F -2.95639 2.58938 2.12942
F -2.94639 3.00673 4.22423
C -1.61659 4.35234 2.90215
F -1.12469 4.90871 3.98164
F -0.77708 4.45743 1.87959
F -2.69295 5.08640 2.58405
S -1.62573 -0.13282 0.34611
O -1.09557 -1.45133 0.19925
O -2.59597 -0.12001 1.38209
O -2.20148 0.24996 -1.12457
H -2.98624 1.74899 -2.24899
H -2.06487 3.42211 -0.09480
H -1.51359 3.29708 -1.73234
H 0.35090 3.04092 -0.00538
H 0.25005 1.89660 -1.31055
H 0.63449 0.41312 0.22767
C 3.23384 -4.70222 -1.10248
C 3.60862 -3.23702 -1.26614
C 2.41587 -2.28389 -1.19221
O 1.67231 -2.34392 -2.39758
C 0.51388 -3.19078 -2.34213
N 4.21637 -3.05539 -2.63053
H 2.67617 -5.08422 -1.95917
H 4.12933 -5.31869 -0.99690
H 2.62828 -4.84425 -0.20904
H 4.36733 -2.96596 -0.53122
H 2.79273 -1.25800 -1.11794
H 1.80211 -2.46443 -0.30801
H 0.11421 -3.27119 -1.33150
H 0.76425 -4.18242 -2.72472
H -0.24967 -2.76250 -2.98797
H 4.87523 -3.79295 -2.88272
H 4.68341 -2.15016 -2.72174
H 3.44164 -3.04454 -3.31140

=====

Record 4
31
Properties=species:S:1:pos:R:3 method="wB97M-V/def2-TZVPD" e_homo_ev=-7.15 e_above_lowest_ev=4.653 spin_multiplicity=1 homo_lumo_gap_ev=8.0 mol_weight_g_mol=178.279 charge=0
C 1.35852 1.21737 0.46494
C -0.49931 -0.14556 -1.13161
C -4.64106 0.53067 0.08557
C 0.97306 -0.46673 -1.34420
C -1.24892 -0.72466 0.04095
C -3.63963 -0.03754 1.11971
C -3.50986 0.29740 -0.88994
C 1.69445 0.10211 -0.18017
C -2.65902 -0.17055 0.04533
C 3.50121 0.18519 1.37560
C 3.76995 -0.99586 -0.77933
N 1.21654 2.30862 1.08710
N 2.89374 -0.44077 0.27285
H -0.63797 0.94187 -1.03094
H -1.03710 -0.44807 -2.08397
H -5.56746 -0.02973 -0.19428
H -4.87423 1.59350 0.21210
H 0.81473 -1.64205 -1.48068
H 1.30179 0.07275 -2.19221
H -1.14152 -1.84574 0.03954
H -0.77006 -0.30859 1.06256
H -3.29686 0.63401 1.82906
H -3.94447 -0.89234 1.57141
H -3.51513 0.65244 -1.99170
H 0.68641 2.21529 1.99451
H 4.32538 -0.43212 1.82116
H 3.76056 1.13796 1.10036
H 2.68968 0.21271 2.10095
H 4.07471 -0.23632 -1.40680
H 4.69407 -1.40424 -0.28318
H 3.22778 -1.88103 -1.23467

=====

Record 5
33
Properties=species:S:1:pos:R:3 method="wB97M-V/def2-TZVPD" smiles=CN(C)CC#CCOCCOCCC#N e_homo_ev=-8.41 e_above_lowest_ev=16.180 spin_multiplicity=1 homo_lumo_gap_ev=9.1 mol_weight_g_mol=210.277 charge=0
C -2.36397 -0.83295 -0.93868
N -2.11639 0.66645 -0.71551
C -2.77513 1.56534 -1.65574
C -2.31805 0.77351 0.94047
C -1.15786 0.40343 1.62769
C -0.29504 -0.22154 2.25746
C 0.69044 -0.91197 2.90359
O 2.07143 -0.06063 2.99204
C 2.24865 0.48673 1.83289
C 2.90348 -0.81055 0.70570
O 1.83560 -1.30123 0.12331
C 1.61542 -1.20690 -1.18876
C 0.87908 0.31214 -1.39652
C 0.65059 0.43742 -2.79468
N 0.44108 0.71912 -4.09397
H -3.28790 -0.96723 -0.82543
H -2.01140 -0.85565 -1.87509
H -1.71340 -1.41408 -0.28408
H -2.54294 1.32795 -2.52959
H -3.95619 1.59776 -1.25394
H -2.51264 2.49657 -1.17979
H -3.24304 0.50115 1.22621
H -2.22159 1.96538 0.93026
H 1.14612 -1.94048 2.30231
H 0.59769 -1.12390 3.81764
H 1.55620 0.96256 1.15255
H 3.06802 1.02928 2.08173
H 3.61662 -0.54242 0.07034
H 3.55509 -1.31919 1.29879
H 1.03647 -2.01064 -1.62662
H 2.65441 -1.23053 -1.87553
H 1.78194 0.97701 -1.19966
H 0.16721 0.52808 -0.82939

=====

Record 6
35
Properties=species:S:1:pos:R:3 method="wB97M-V/def2-TZVPD" smiles="S=C(SCCCc1[nH]cc[nH+]1)N1CCOCC1" e_homo_ev=-10.87 e_above_lowest_ev=8.261 spin_multiplicity=1 homo_lumo_gap_ev=6.6 mol_weight_g_mol=272.419 charge=+1
S 1.72896 -3.00900 2.38365
C 1.47387 -2.26916 0.85815
S 0.44285 -3.30269 -0.37491
C -1.11058 -2.28624 -0.62811
C -0.88763 -0.84996 -1.38647
C -2.34495 -0.06366 -1.61963
C -2.81995 0.79768 -0.30307
N -3.64630 0.23803 0.86284
C -3.88488 1.40618 1.83815
C -3.13223 2.72347 1.20228
N -2.46858 2.28222 -0.11524
N 1.96104 -0.89714 0.44826
C 2.70372 -0.90244 -0.86950
C 2.85679 0.70294 -1.31279
O 3.61978 1.47915 -0.29529
C 2.96051 1.36500 1.03002
C 2.81271 -0.23155 1.50644
H -1.63574 -2.17374 0.41156
H -1.82199 -2.93238 -1.33032
H -0.35843 -1.02573 -2.43397
H -0.21487 -0.08110 -0.80432
H -2.18166 0.69819 -2.50685
H -3.15503 -0.88174 -1.83012
H -3.96452 -0.75819 0.93966
H -4.49063 1.35845 2.83978
H -3.12395 3.79964 1.68162
H -1.90388 2.89944 -0.76157
H 3.79775 -1.34650 -0.69884
H 2.13563 -1.41302 -1.75854
H 1.73545 1.09899 -1.40237
H 3.34764 0.70778 -2.37555
H 1.83788 1.73039 0.85292
H 3.47490 2.00197 1.87262
H 2.33544 -0.18985 2.57576
H 3.92086 -0.67545 1.50377

=====

Record 7
33
Properties=species:S:1:pos:R:3 method="wB97M-V/def2-TZVPD" smiles="CCCS[C@@]1(C#N)C=CCC(=[N+](C)C)N1" e_homo_ev=-12.83 e_above_lowest_ev=1.863 spin_multiplicity=1 homo_lumo_gap_ev=9.9 mol_weight_g_mol=224.353 charge=+1
C -2.49362 -0.13499 -2.26190
C -1.10098 0.09595 -1.67643
C -0.28642 1.15523 -2.50290
S 1.49618 1.39702 -2.19304
C 1.62546 1.41898 -0.31180
C 2.98971 1.67315 -0.12385
N 4.05109 1.98650 0.09700
C 0.70845 2.37397 0.29315
C -0.09482 2.10077 1.28739
C -0.10914 0.75190 1.89346
C 0.50753 -0.37906 0.99871
N 0.20526 -1.59712 1.28039
C -0.53688 -1.99584 2.42707
C 0.82298 -2.74112 0.62382
N 1.37667 0.00456 0.04457
H -2.99366 0.84262 -2.13351
H -2.50702 -0.33609 -3.40296
H -3.04417 -0.84179 -1.66216
H -0.36652 -0.77728 -1.68600
H -1.21796 0.40279 -0.56102
H -0.18502 0.73557 -3.52438
H -0.85127 2.17928 -2.70059
H 0.74599 3.38523 -0.07272
H -0.80932 2.83585 1.69476
H 0.39769 0.79573 2.97689
H -1.14078 0.54543 2.12161
H -0.88657 -3.07461 2.45408
H 0.15981 -2.01823 3.25222
H -1.38549 -1.32504 2.52222
H 0.90419 -2.64516 -0.43910
H 1.84463 -2.60831 1.04176
H 0.48251 -3.64982 1.02619
H 1.69150 -0.55605 -0.78292

=====

Record 8
37
Properties=species:S:1:pos:R:3 method="wB97M-V/def2-TZVPD" e_homo_ev=-8.30 e_above_lowest_ev=9.326 spin_multiplicity=1 homo_lumo_gap_ev=8.6 mol_weight_g_mol=286.357 charge=0
C -1.80756 0.70507 -0.08883
C -0.43309 0.97822 0.48158
C -2.53539 -0.35827 0.71403
C -4.00538 -0.41979 0.46403
C -4.98258 -0.39259 1.27015
C -5.74920 -0.90236 -0.75290
C 1.88559 0.41810 -0.20895
C 2.53460 1.77697 0.14466
C 2.64875 -0.36729 -1.30618
C 4.24302 -0.51283 -1.04573
C 5.29619 -1.37649 1.69881
H -2.31509 0.01348 -1.84661
H -2.04118 1.44614 -1.88484
H -2.47738 1.57383 0.29178
H -1.92754 -1.19867 0.22113
H -2.16268 -0.41480 1.81464
H -5.00880 0.30446 2.27501
H -6.45385 -1.17749 -1.47249
H -7.13163 -0.88101 0.93180
H 0.30908 -0.05174 -1.28972
H 2.04547 -0.11116 0.81848
H 2.37530 -1.46331 -1.29321
H 2.61838 0.11839 -2.30475
H 5.00749 0.23435 -0.66119
H 4.50515 -0.80907 -1.97943
H 6.11755 -0.41958 0.93646
H 6.07975 -2.72068 2.25675
H 4.31751 -0.78495 2.42685
H 0.89204 2.60840 -0.25725
N -1.62376 0.60389 -1.50182
N -4.42129 -0.86397 -0.80151
N -6.25519 -0.60869 0.62116
N 0.51316 0.63011 -0.46127
O -0.12960 1.67178 1.51909
O 3.68519 1.88365 0.46756
O 1.88240 2.86944 -0.23890
S 4.50456 -2.00154 0.04162